<i>
Computed, not measured: one molecule with the formula C10H17N, with ωB97M-V with the def2-TZVPD basis set.

```
28
C10H17N (ωB97M-V with the def2-TZVPD basis set)
C -0.96562 -0.42827 0.66672
C 0.26575 -0.81970 1.45270
C 1.42577 -0.34625 0.58683
C 1.36262 -0.85840 -0.85366
C 0.17145 -0.42614 -1.58379
C 0.17540 1.10294 -1.62358
C 0.13105 1.60640 -0.27760
C 1.39207 1.20928 0.59531
C -1.10523 1.02445 0.49352
C -0.98129 -0.98575 -0.81159
H -2.91736 -1.12941 0.86203
H -1.74397 -1.82304 2.00171
H 0.39010 -1.92162 1.46818
H 0.32413 -0.33603 2.42737
H 2.35337 -0.66852 0.95101
H 1.54851 -1.87602 -0.70113
H 2.23796 -0.45959 -1.37634
H 0.08951 -0.78184 -2.58918
H -0.62705 1.55287 -2.34392
H 1.04651 1.44785 -2.11021
H 0.01782 2.68727 -0.34932
H 2.27835 1.74041 0.16653
H 1.20279 1.57024 1.70325
H -2.09367 1.24172 0.07459
H -0.98747 1.52901 1.48715
H -0.81097 -2.11026 -0.78650
H -2.13221 -0.93306 -1.04515
N -2.04833 -0.80854 1.51509
```

Computed properties:
structure (SMILES) = N[C@]12C[C@H]3C[C@H](C[C@H](C3)C1)C2
lowest unoccupied orbital energy = 0.88 eV
E_HOMO = -0.3372 Eh
spin multiplicity = 1
gap between HOMO and LUMO = 10.05 eV


<ii>
Computed, not measured: one molecule with the formula C10H17N, with ωB97M-V with the def2-TZVPD basis set.

```
28
C10H17N (ωB97M-V with the def2-TZVPD basis set)
C -0.00581 -1.60189 -1.37464
C 0.37429 -0.18905 -1.80534
C 0.05034 0.60951 -0.51488
C -1.39969 1.08722 -0.48102
C -2.18056 0.12271 0.38671
C -1.16757 -0.38822 1.37164
C 0.22762 -0.40663 0.64967
C 0.50041 -1.76984 0.00140
C 1.41840 0.13230 1.42794
C 1.11774 1.63476 -0.15682
H -1.04060 -1.76786 -1.45755
H 0.44969 -2.36929 -2.04598
H -0.23511 0.19600 -2.63399
H 1.41819 -0.15619 -2.05411
H -1.81583 1.18832 -1.51597
H -1.43508 2.08254 -0.04254
H -2.67425 -0.61752 -0.22409
H -2.99682 0.73777 0.81922
H -1.41809 -1.36103 1.77742
H -1.04829 0.32917 2.22178
H 1.56694 -2.03177 0.10387
H -0.05121 -2.53582 0.57909
H 1.04743 0.86992 2.14499
H 1.98991 -0.55849 2.02771
H 2.91166 1.42602 0.76446
H 0.74730 2.33845 0.64096
H 1.48004 2.19374 -0.99555
N 2.16895 0.80520 0.38561
```

Computed properties:
structure (SMILES) = C1C[C@]23CCC[C@@]2(C1)CNC3
lowest unoccupied orbital energy = 0.99 eV
E_HOMO = -0.3337 Eh
spin multiplicity = 1
gap between HOMO and LUMO = 10.07 eV


Quick look at relative energies in kJ/mol: <i> 96.1; <ii> 0.0.